2 unconnected molecules or ions with the total composition C4H12 at a distorted geometry, computed with ωB97M-V with the def2-TZVPD basis set.

Geometry (Å):
C (2.038, 0.924, -1.523)
C (2.537, 0.037, -0.436)
H (2.556, 1.868, -1.064)
H (2.499, 0.785, -2.501)
H (0.966, 1.092, -1.621)
H (2.053, 0.156, 0.539)
H (3.625, -0.104, -0.393)
H (2.146, -0.956, -0.919)
C (-2.074, -1.205, 1.057)
C (-2.514, 0.242, 0.887)
H (-1.137, -1.244, 1.609)
H (-2.800, -1.808, 1.610)
H (-2.003, -1.732, 0.102)
H (-2.799, 0.721, 1.832)
H (-3.399, 0.344, 0.262)
H (-1.717, 0.790, 0.369)

HOMO-LUMO gap (alpha / beta) (eV): 10.80 / 3.51
Expectation value of S²: 0.7530
E_tot (a.u.): -159.157639
2S+1: 2
LUMO energy (alpha / beta) (eV): -3.8 / -11.1
Net charge: +1

Results of the Mulliken charge analysis, in e, for atoms 1 through 2: atom 1 (C): -0.552, atom 2 (C): -0.567